1.
Formula: C2H9N3
Source: the Open Molecules 2025 dataset
Level of theory: the ωB97M-V functional and the def2-TZVPD basis

net charge	0
spin multiplicity	1
frontier orbital gap	9.7	eV
structure (SMILES)	C=N.NCN

Geometry (Å):
H1 -2.0020 0.5293 -0.9468
H2 1.4345 -1.6176 3.0466
C1 0.7496 -1.1222 2.3505
H3 1.2287 -0.0446 -1.5541
H4 -0.9664 0.2248 0.2695
N1 -0.0154 -1.6421 1.5104
H5 0.6136 1.8048 -0.6169
H6 0.7174 -0.0337 2.4359
C2 -0.1799 1.3569 -1.2223
H7 -0.5469 2.2336 -1.7662
N2 -1.2856 0.9421 -0.3639
H8 -0.1764 -0.3614 -2.4124
N3 0.4507 0.3503 -2.0541
H9 -0.0219 -2.6202 1.3237

---

2.
Formula: C3H4N5
Source: the Open Molecules 2025 dataset
Level of theory: the ωB97M-V functional and the def2-TZVPD basis

net charge	+1
spin multiplicity	1
frontier orbital gap	9.7	eV

Geometry (Å):
N1 -0.1975 -0.4823 2.3794
C1 -0.0918 1.0880 -1.5451
C2 -0.5099 0.7374 2.0982
H1 0.4549 -2.0711 1.2628
C3 0.0731 -0.2242 0.2346
N2 -0.4593 1.9805 -0.7414
H2 -0.0502 1.3240 -2.6038
N3 0.1704 -1.0998 1.2335
N4 -0.3467 0.9260 0.7715
N5 0.2400 -0.1747 -1.1142
H3 0.5341 -0.9334 -1.7145
H4 -0.8519 1.4633 2.8074

---

3.
Formula: C4H7NO2
Source: the Open Molecules 2025 dataset
Level of theory: the ωB97M-V functional and the def2-TZVPD basis

net charge	0
spin multiplicity	1
frontier orbital gap (spin up / spin down)	7.8 / 7.7	eV
structure (SMILES)	C/C=C(/C)ON=O

Geometry (Å):
O1 3.9511 -0.4619 0.0894
H1 -0.6165 -1.1137 0.3975
H2 -0.0325 2.4274 0.1305
H3 -0.3294 -2.4931 -0.5476
H4 0.6371 -0.7262 -2.0153
N1 2.9945 -0.0543 -0.4026
H5 0.7937 -2.1345 0.7899
C1 0.9752 -0.7473 -1.0077
C2 -0.2472 1.3564 0.3321
C3 0.8700 0.4498 -0.1296
O2 1.8530 0.3737 0.6845
H6 -1.1755 1.1273 0.0180
C4 0.2084 -1.6872 -0.0044
H7 -0.0952 1.2857 1.4325

---

4.
Formula: C5H8N2
Source: the Open Molecules 2025 dataset
Level of theory: the ωB97M-V functional and the def2-TZVPD basis

net charge	0
spin multiplicity	1
frontier orbital gap (spin up / spin down)	11.2 / 6.6	eV

Geometry (Å):
N1 0.0223 -0.1763 -1.2443
H1 2.1351 -0.0514 -1.3386
H2 -1.6624 -0.4145 -0.5897
H3 1.5014 2.1951 -0.1891
H4 -3.5247 -0.1408 -0.4836
H5 2.5428 1.1323 0.7735
H6 0.9451 -2.1224 -0.6930
C1 1.2954 0.1058 -0.6495
C2 -0.2119 -1.2397 0.8865
C3 1.5448 1.2321 0.3307
H7 0.8059 1.2404 1.1381
N2 -1.0613 -1.2344 1.6873
H8 -2.4015 0.6689 0.7528
C4 0.5942 -1.1596 -0.3209
C5 -2.5253 -0.0355 -0.0601

---

5.
Formula: C16H48B4Mg2O8S4
Source: the Open Molecules 2025 dataset
Level of theory: the ωB97M-V functional and the def2-TZVPD basis

net charge	0
spin multiplicity	1
frontier orbital gap	8.9	eV

Geometry (Å):
O1 1.5663 2.4913 -2.3413
H1 -0.9775 -3.5344 -3.9843
C1 -3.4748 -2.1385 -2.0771
S1 0.5694 0.7650 4.0231
H2 1.0041 4.4822 -6.2500
H3 -0.0128 3.8675 -4.9185
H4 -2.3812 0.5312 2.5297
H5 -1.4757 0.5903 -0.1045
H6 1.4872 2.8649 4.2993
H7 0.8964 4.2816 -0.5033
O2 1.8461 0.1623 4.2712
H8 0.6345 2.7898 2.7510
H9 -3.5722 1.3683 1.1664
O3 1.1327 -3.4315 4.0387
C2 -0.4026 0.8828 5.5178
H10 2.0619 4.6755 -3.8131
H11 -4.3076 0.1714 2.5906
H12 1.8133 2.0358 -6.6258
H13 0.0048 1.3725 0.8733
H14 -3.2015 -0.4806 1.1200
C3 0.5722 2.5426 3.8058
C4 0.9084 3.7166 -5.4825
O4 0.0976 -2.3084 2.0534
H15 1.9338 -3.7849 -0.2188
H16 1.3962 -6.0737 0.3018
H17 -0.7003 -0.1270 5.7970
H18 2.2520 1.3610 0.5946
C5 -1.4413 -2.9800 -3.1677
C6 -2.9213 -2.6901 -3.3897
H19 -1.3732 3.4578 3.6222
C7 0.4614 -4.9009 1.8692
H20 -1.5994 -4.7694 -1.9464
C8 -1.5065 1.8205 5.0457
C9 2.0968 3.8559 -4.5261
H21 -0.0222 -5.6242 2.5169
H22 -0.0296 1.7443 -4.2627
H23 0.0747 -0.4655 0.3735
B1 2.8082 2.4080 0.6731
S2 -2.5657 -2.9617 -0.7721
H24 -0.6964 3.3543 -0.9603
B2 -0.2042 4.0770 -0.1531
H25 -2.2333 1.3094 4.4206
H26 0.1707 0.8223 -1.0126
H27 3.4749 -4.4168 0.3098
H28 -2.0695 2.1377 5.9266
H29 0.0843 2.0348 -6.5627
H30 -0.8686 5.0542 0.0302
Mg1 -1.2703 -0.6897 1.5527
H31 2.7935 2.8497 -0.4170
H32 -0.1414 3.4219 0.8249
C10 2.5245 -3.2467 1.8231
H33 3.1676 -3.6875 2.5932
H34 -3.4534 -3.6176 -3.6055
C11 1.6923 -5.4235 1.1250
B3 -3.3594 0.4207 1.8826
C12 0.9435 1.4678 -4.6826
H35 -3.0828 -1.9472 -4.1669
H36 -0.5755 3.7174 5.2374
H37 2.2174 3.1587 1.4090
C13 -0.7634 3.0330 4.4140
S3 0.9320 -3.3329 2.6258
H38 -3.2248 -1.0847 -1.9281
B4 -0.3009 0.6053 0.0452
H39 -0.8274 -2.0760 -3.0950
O5 -1.8189 -1.9996 0.0122
H40 2.2782 -6.0469 1.8048
O6 -0.2817 0.1712 3.0052
O7 -3.2933 -3.9875 -0.0887
H41 3.9305 2.2357 1.0628
H42 1.0025 0.3853 -4.6690
C14 0.9726 2.2870 -5.9773
H43 0.2037 1.3450 6.2952
H44 -4.5497 -2.2496 -1.9643
C15 -1.3206 -3.7202 -1.8430
H45 2.9622 -2.2671 1.6460
C16 2.4624 -4.1954 0.6469
H46 -0.2768 -4.5243 1.1540
H47 -0.4136 -3.6106 -1.2531
S4 2.1548 2.2900 -3.6480
O8 3.4084 1.6388 -3.8514
Mg2 0.9490 2.4494 -0.3600
H48 3.0479 3.8891 -5.0592

---

6.
Formula: C15H18O
Source: the Open Molecules 2025 dataset
Level of theory: the ωB97M-V functional and the def2-TZVPD basis

net charge	0
spin multiplicity	1
frontier orbital gap	9.0	eV
structure (SMILES)	CCc1ccc(O)cc1.Cc1ccccc1

Geometry (Å):
C1 -1.3653 -0.2570 1.2740
C2 -1.3205 -1.3930 2.0467
C3 -0.3723 -1.4140 3.0778
H1 0.3103 1.8217 -0.2157
H2 -1.7474 -2.3738 1.8788
H3 0.4875 -2.1725 0.2587
C4 1.8579 -0.7270 -0.2687
H4 -0.9718 -1.7782 -1.7964
H5 -2.4207 1.5872 -0.3991
H6 0.1990 -0.8568 -4.8429
C5 0.4133 -0.3301 3.4272
H7 -2.1809 3.3230 0.0133
H8 1.1370 -0.4826 4.2166
C6 -0.2415 -0.3344 -3.9957
C7 -0.5265 0.8456 1.5050
H9 1.0288 1.6016 2.6996
C8 0.3322 0.7782 2.5825
C9 0.6531 -1.3956 -0.4670
C10 1.7048 0.1632 -2.4735
H10 -1.2838 2.6182 -1.3074
H11 2.4116 -0.8972 0.6457
C11 0.4642 -0.4371 -2.6703
H12 -1.2440 -0.7380 -3.8506
H13 -0.2283 2.8366 1.1478
H14 -0.3572 0.6944 -4.2913
C12 -0.4728 1.9777 0.5276
H15 3.3981 0.4746 -1.2335
C13 -0.0481 -1.2330 -1.6589
C14 2.4354 -0.0059 -1.3124
C15 -1.7080 2.4062 -0.3271
O1 -0.3991 -2.5401 3.8614
H16 -2.1085 -0.1929 0.4896
H17 0.1077 -2.4422 4.6681
H18 2.0555 0.8730 -3.2098

---

Calculated energy above the lowest of the compared OMol25 structures with the same formula, charge and spin in order - 135.7; 0.0; 708.7; 579.0; 23.6; 77.8 kJ/mol